# 1
Computed, not measured: 11 unconnected molecules or ions with the total composition C51H57N9O2 in a non-equilibrium geometry, with ωB97M-V/def2-TZVPD.

Properties
- E_tot: -2620.66873 Ha
- LUMO level: -0.21 eV
- Strongest force on any atom: 3.419 eV/A
- Kohn-Sham gap: 9.30 eV

Cartesian coordinates (Å):
1 N -11.547 -14.077 24.345
2 C -12.562 -13.852 23.406
3 C -12.927 -12.606 23.009
4 C -12.202 -11.525 23.359
5 C -11.263 -11.695 24.374
6 C -10.954 -13.007 24.902
7 H -13.106 -14.714 23.048
8 H -13.703 -12.352 22.303
9 H -12.347 -10.525 22.978
10 H -10.768 -10.832 24.795
11 H -10.162 -13.199 25.611
12 N -5.729 -10.584 24.358
13 C -6.248 -9.321 24.547
14 C -6.746 -8.867 25.755
15 C -6.822 -9.792 26.797
16 C -6.367 -11.118 26.621
17 C -5.858 -11.493 25.349
18 H -6.068 -8.709 23.676
19 H -7.021 -7.828 25.869
20 H -7.157 -9.508 27.784
21 H -6.370 -11.759 27.490
22 H -5.470 -12.476 25.131
23 N -5.848 0.164 23.400
24 C -5.860 -1.073 22.848
25 C -6.306 -2.230 23.472
26 C -6.976 -2.133 24.663
27 C -7.021 -0.873 25.278
28 C -6.396 0.232 24.675
29 H -5.392 -1.032 21.876
30 H -6.162 -3.214 23.051
31 H -7.361 -3.019 25.147
32 H -7.556 -0.745 26.208
33 H -6.417 1.197 25.158
34 N -10.243 -6.426 18.088
35 C -9.699 -6.006 19.249
36 C -9.381 -6.846 20.356
37 C -9.633 -8.202 20.191
38 C -10.279 -8.653 19.065
39 C -10.647 -7.744 18.060
40 H -9.306 -5.001 19.298
41 H -8.941 -6.349 21.208
42 H -9.377 -8.875 20.996
43 H -10.520 -9.704 19.001
44 H -11.265 -7.979 17.205
45 N -13.807 -3.118 12.669
46 C -13.682 -3.658 13.919
47 C -14.748 -3.793 14.782
48 C -16.012 -3.321 14.330
49 C -16.160 -2.757 13.051
50 C -15.044 -2.746 12.216
51 H -12.715 -3.947 14.302
52 H -14.688 -4.107 15.814
53 H -16.888 -3.299 14.961
54 H -17.112 -2.324 12.785
55 H -15.002 -2.343 11.215
56 N -8.773 -13.760 17.108
57 C -7.818 -13.350 17.986
58 C -7.960 -13.462 19.359
59 C -9.084 -14.115 19.854
60 C -10.052 -14.551 18.932
61 C -9.858 -14.380 17.577
62 H -7.063 -12.663 17.634
63 H -7.135 -13.127 19.969
64 H -9.173 -14.343 20.906
65 H -10.935 -15.070 19.274
66 H -10.480 -14.681 16.748
67 N -15.160 -13.170 17.618
68 C -15.542 -14.480 17.535
69 C -15.284 -15.270 16.410
70 C -14.882 -14.606 15.269
71 C -14.619 -13.251 15.301
72 C -14.714 -12.599 16.544
73 H -16.102 -14.852 18.381
74 H -15.643 -16.286 16.343
75 H -14.759 -15.205 14.378
76 H -14.348 -12.729 14.395
77 H -14.433 -11.565 16.680
78 N -12.161 2.172 20.021
79 C -12.855 1.677 21.085
80 C -12.381 0.623 21.887
81 C -11.175 0.043 21.571
82 C -10.407 0.595 20.532
83 C -10.906 1.643 19.776
84 H -13.819 2.067 21.376
85 H -12.976 0.261 22.712
86 H -10.775 -0.706 22.237
87 H -9.416 0.207 20.347
88 H -10.352 2.150 19.000
89 N -16.683 -6.944 18.573
90 C -15.618 -7.020 19.465
91 C -15.405 -6.002 20.455
92 C -16.277 -4.915 20.497
93 C -17.496 -4.994 19.759
94 C -17.614 -5.986 18.782
95 H -15.049 -7.935 19.400
96 H -14.595 -6.074 21.165
97 H -16.227 -4.192 21.297
98 H -18.260 -4.231 19.796
99 H -18.422 -6.008 18.066
100 C -8.520 -1.906 15.281
101 C -7.044 -1.867 15.699
102 O -6.722 -2.020 16.892
103 C -5.991 -2.004 14.615
104 H -8.563 -1.850 14.194
105 H -8.893 -0.974 15.706
106 H -9.017 -2.753 15.755
107 H -6.352 -1.537 13.698
108 H -5.905 -3.080 14.468
109 H -5.034 -1.609 14.956
110 C -12.396 -5.482 25.140
111 C -13.253 -6.532 25.854
112 O -12.705 -7.364 26.578
113 C -14.744 -6.466 25.716
114 H -11.843 -4.844 25.830
115 H -13.004 -4.800 24.545
116 H -11.714 -6.010 24.474
117 H -14.965 -6.273 24.667
118 H -15.175 -5.669 26.322
119 H -15.121 -7.473 25.892



# 2
Computed, not measured: a molecular structure, C51H58InN5O4SSi2Te, with ωB97M-V/def2-TZVPD.

Properties
- E_tot: -3988.18409 Ha
- Energy above the lowest of the compared OMol25 structures with the same formula, charge and spin: 6.572 eV
- LUMO level: -0.10 eV
- Strongest force on any atom: 0.777 eV/A
- Kohn-Sham gap: 7.21 eV

Cartesian coordinates (Å):
1 In -0.214 0.148 0.369
2 O -2.010 -0.805 -0.291
3 C -2.493 -0.099 -1.401
4 C -2.528 1.414 -1.062
5 C -0.770 3.119 -0.494
6 C -1.030 4.073 0.702
7 C -0.285 4.412 1.773
8 C 0.945 3.865 2.363
9 C 1.607 2.796 1.902
10 C 2.324 1.780 2.717
11 C 1.329 0.619 3.151
12 O 0.882 -0.154 2.061
13 C 2.149 -0.316 4.066
14 C 3.410 -0.735 3.636
15 C 4.203 -1.552 4.426
16 C 3.738 -2.004 5.655
17 C 2.471 -1.631 6.074
18 C 1.688 -0.788 5.290
19 C 0.162 1.255 3.905
20 C -1.148 1.106 3.478
21 C -2.198 1.760 4.117
22 C -1.948 2.573 5.210
23 C -0.640 2.718 5.663
24 C 0.398 2.068 5.015
25 N 1.101 2.341 0.680
26 C -1.579 -0.400 -2.605
27 C -1.594 -1.685 -3.155
28 C -0.751 -2.034 -4.195
29 C 0.153 -1.104 -4.702
30 C 0.191 0.169 -4.159
31 C -0.672 0.517 -3.123
32 C -3.949 -0.495 -1.691
33 C -4.748 -0.933 -0.638
34 C -6.089 -1.234 -0.837
35 C -6.660 -1.086 -2.095
36 C -5.878 -0.631 -3.147
37 C -4.532 -0.340 -2.946
38 H -2.643 1.943 -2.010
39 H -3.454 1.585 -0.499
40 H -1.998 4.562 0.630
41 H -0.763 5.143 2.416
42 H 1.191 4.207 3.360
43 H 3.110 1.306 2.138
44 H 2.757 2.239 3.605
45 H 3.774 -0.422 2.669
46 H 5.183 -1.852 4.072
47 H 4.354 -2.646 6.273
48 H 2.086 -1.989 7.022
49 H 0.702 -0.511 5.640
50 H -1.378 0.462 2.642
51 H -3.210 1.630 3.752
52 H -2.762 3.084 5.710
53 H -0.429 3.342 6.524
54 H 1.412 2.195 5.381
55 H -2.286 -2.417 -2.754
56 H -0.790 -3.036 -4.606
57 H 0.825 -1.375 -5.507
58 H 0.904 0.897 -4.528
59 H -0.612 1.517 -2.713
60 H -4.293 -1.047 0.338
61 H -6.691 -1.584 -0.006
62 H -7.705 -1.325 -2.255
63 H -6.312 -0.508 -4.132
64 H -3.934 0.009 -3.780
65 N 6.418 6.295 -1.156
66 C 5.631 5.170 -1.139
67 C 5.509 4.407 0.029
68 C 4.745 3.259 0.037
69 C 4.091 2.865 -1.125
70 C 4.199 3.610 -2.296
71 C 4.968 4.751 -2.303
72 S 3.113 1.440 -1.105
73 O 3.596 0.578 -0.069
74 O 2.902 0.988 -2.444
75 N 1.491 1.747 -0.589
76 C 0.747 3.057 -0.476
77 N 1.519 4.176 -0.876
78 C 0.962 4.954 -1.717
79 C -0.401 4.812 -2.245
80 C -1.224 3.927 -1.692
81 N -1.371 1.815 -0.281
82 H 6.728 6.686 -0.285
83 H 6.344 6.931 -1.927
84 H 6.026 4.721 0.930
85 H 4.655 2.666 0.938
86 H 3.688 3.279 -3.192
87 H 5.072 5.331 -3.214
88 H 1.565 5.797 -2.056
89 H -0.729 5.476 -3.036
90 H -2.254 3.855 -2.016
91 C -3.438 -4.024 0.258
92 Si -1.892 -4.704 1.019
93 C -2.247 -5.469 2.679
94 C -1.158 -6.014 -0.089
95 C -0.674 -3.294 1.270
96 Te 0.152 -2.566 -0.574
97 C 1.846 -3.892 -0.606
98 Si 3.233 -4.071 0.635
99 C 2.594 -4.280 2.368
100 C 4.092 -5.653 0.137
101 C 4.433 -2.674 0.498
102 H -4.192 -4.805 0.119
103 H -3.222 -3.566 -0.712
104 H -3.864 -3.240 0.891
105 H -3.003 -6.255 2.581
106 H -2.623 -4.727 3.391
107 H -1.344 -5.919 3.105
108 H -1.921 -6.760 -0.330
109 H -0.324 -6.532 0.397
110 H -0.801 -5.592 -1.033
111 H 0.178 -3.572 1.883
112 H -1.160 -2.445 1.757
113 H 2.290 -3.706 -1.590
114 H 1.346 -4.864 -0.677
115 H 1.861 -5.093 2.424
116 H 2.137 -3.364 2.754
117 H 3.424 -4.534 3.033
118 H 3.422 -6.514 0.239
119 H 4.974 -5.838 0.758
120 H 4.421 -5.605 -0.907
121 H 3.943 -1.711 0.627
122 H 4.909 -2.671 -0.488
123 H 5.221 -2.769 1.252



# 3
Computed, not measured: a molecular structure, C51H78N3O3V in a non-equilibrium geometry, with ωB97M-V/def2-TZVPD.

Properties
- E_tot: -3324.28261 Ha
- Net charge: -1
- 2S+1: 2
- Energy above the lowest of the compared OMol25 structures with the same formula, charge and spin: 0.292 eV
- LUMO level (alpha / beta): 2.13 / 2.13 eV
- Strongest force on any atom: 1.721 eV/A
- Kohn-Sham gap (alpha / beta): 4.03 / 3.48 eV

Cartesian coordinates (Å):
1 V -0.552 -0.645 1.220
2 C 0.454 -7.950 -0.056
3 C 1.108 -7.042 -1.101
4 C 0.746 -7.594 -2.489
5 C 2.634 -7.099 -0.918
6 C 0.663 -5.592 -0.963
7 C -0.209 -5.129 0.013
8 C -0.523 -3.788 0.127
9 C -1.646 -3.338 1.022
10 N -1.267 -2.399 2.080
11 C -0.252 -2.968 2.959
12 C 1.157 -2.532 2.535
13 N 1.245 -1.140 2.114
14 C 1.382 -0.205 3.216
15 C 0.094 -0.040 4.021
16 N -1.073 0.104 3.155
17 C -2.219 -0.671 3.621
18 C -2.446 -1.968 2.808
19 C -1.383 1.522 3.007
20 C -2.423 1.930 1.986
21 C -2.872 3.238 2.110
22 C -3.719 3.820 1.185
23 C -4.165 3.003 0.146
24 C -3.774 1.695 -0.011
25 C -2.816 1.119 0.890
26 O -2.389 -0.077 0.714
27 C -4.289 0.844 -1.163
28 C -3.106 0.429 -2.045
29 C -4.974 -0.400 -0.581
30 C -5.311 1.571 -2.046
31 C -4.152 5.279 1.217
32 C -3.505 6.053 2.369
33 C -5.678 5.354 1.373
34 C -3.731 5.954 -0.098
35 C 2.384 -0.990 1.213
36 C 2.622 0.388 0.639
37 C 3.939 0.696 0.358
38 C 4.302 1.868 -0.285
39 C 3.265 2.732 -0.629
40 C 1.930 2.481 -0.383
41 C 1.545 1.265 0.282
42 O 0.333 1.008 0.586
43 C 0.938 3.538 -0.879
44 C -0.531 3.191 -0.649
45 C 1.122 3.729 -2.395
46 C 1.214 4.869 -0.156
47 C 5.739 2.230 -0.626
48 C 6.732 1.133 -0.227
49 C 5.879 2.449 -2.140
50 C 6.121 3.521 0.113
51 C 0.072 -2.800 -0.718
52 O -0.126 -1.556 -0.521
53 C 0.874 -3.298 -1.802
54 C 1.144 -4.645 -1.873
55 C 1.323 -2.334 -2.894
56 C 2.166 -3.003 -3.987
57 C 2.153 -1.187 -2.309
58 C 0.058 -1.756 -3.541
59 H 0.830 -8.968 -0.160
60 H -0.625 -7.969 -0.190
61 H 0.678 -7.609 0.952
62 H 1.075 -8.629 -2.578
63 H 1.218 -7.019 -3.281
64 H -0.331 -7.555 -2.643
65 H 3.004 -8.121 -0.989
66 H 2.905 -6.699 0.057
67 H 3.129 -6.502 -1.678
68 H -0.687 -5.819 0.698
69 H -2.133 -4.230 1.462
70 H -2.373 -2.811 0.391
71 H -0.290 -4.068 2.934
72 H -0.456 -2.672 3.990
73 H 1.438 -3.150 1.676
74 H 1.867 -2.747 3.357
75 H 1.655 0.760 2.780
76 H 2.198 -0.510 3.902
77 H 0.206 0.843 4.676
78 H -0.024 -0.899 4.687
79 H -3.117 -0.057 3.515
80 H -2.117 -0.909 4.693
81 H -3.215 -1.763 2.062
82 H -2.823 -2.765 3.479
83 H -0.445 2.005 2.712
84 H -1.696 1.934 3.991
85 H -2.502 3.814 2.949
86 H -4.843 3.432 -0.573
87 H -2.348 -0.067 -1.440
88 H -2.659 1.309 -2.501
89 H -3.438 -0.245 -2.832
90 H -4.245 -0.971 -0.015
91 H -5.374 -1.025 -1.378
92 H -5.790 -0.107 0.078
93 H -4.866 2.440 -2.527
94 H -6.180 1.885 -1.470
95 H -5.652 0.895 -2.828
96 H -3.796 5.631 3.330
97 H -3.825 7.095 2.345
98 H -2.422 6.026 2.282
99 H -5.981 4.864 2.296
100 H -6.175 4.853 0.545
101 H -6.020 6.388 1.402
102 H -2.652 5.889 -0.214
103 H -4.020 7.005 -0.108
104 H -4.193 5.467 -0.953
105 H 2.215 -1.681 0.382
106 H 3.308 -1.308 1.734
107 H 4.695 -0.020 0.652
108 H 3.526 3.659 -1.122
109 H -0.772 2.213 -1.050
110 H -1.167 3.938 -1.127
111 H -0.767 3.179 0.409
112 H 0.944 2.784 -2.903
113 H 2.124 4.070 -2.645
114 H 0.411 4.465 -2.770
115 H 1.080 4.738 0.916
116 H 0.520 5.636 -0.499
117 H 2.228 5.222 -0.331
118 H 6.509 0.208 -0.755
119 H 6.699 0.946 0.844
120 H 7.744 1.442 -0.488
121 H 5.597 1.544 -2.675
122 H 6.910 2.698 -2.392
123 H 5.237 3.255 -2.483
124 H 6.013 3.379 1.186
125 H 5.471 4.339 -0.187
126 H 7.152 3.800 -0.103
127 H 1.762 -5.002 -2.680
128 H 3.076 -3.431 -3.570
129 H 2.456 -2.252 -4.721
130 H 1.608 -3.780 -4.506
131 H 3.043 -1.573 -1.814
132 H 1.556 -0.629 -1.596
133 H 2.473 -0.507 -3.098
134 H -0.544 -2.554 -3.974
135 H 0.321 -1.048 -4.324
136 H -0.529 -1.242 -2.785